(1)
C9H9HfN3O6 | ωB97M-V/def2-TZVPD

Calculated values
HOMO-LUMO gap in eV: 7.77
ΔE to the lowest compared entry with this formula, charge and spin in kcal per mole: 0.0
Strongest force on any atom in hartree/bohr: 0.0237
E_tot in Ha: -1011.63744

```
! wB97M-V def2-TZVPD RIJCOSX def2/J DEFGRID3
* xyz 2 1
Hf -0.056 0.242 0.232
O -0.585 -2.262 -2.991
C -0.132 -1.724 -2.046
O -0.741 -0.700 -1.342
C 1.190 -2.031 -1.411
C 2.097 -2.984 -1.813
C 3.276 -3.108 -1.078
C 3.521 -2.291 0.027
C 2.562 -1.366 0.361
N 1.432 -1.252 -0.351
C 2.612 -0.392 1.498
O 3.480 -0.268 2.282
O 1.445 0.367 1.489
H 1.885 -3.606 -2.673
H 4.011 -3.849 -1.369
H 4.428 -2.370 0.612
C -4.336 2.221 -0.711
O -3.556 2.732 0.444
C -2.422 2.213 0.702
O -1.896 1.269 0.026
N -1.757 2.704 1.749
N -0.516 2.105 1.995
H -5.235 2.823 -0.699
H -4.551 1.172 -0.540
H -3.755 2.383 -1.612
H -2.125 3.453 2.322
H -0.499 1.710 2.934
H 0.222 2.807 1.963
*
```

=====

(2)
C9H9IN3OP | ωB97M-V/def2-TZVPD

Calculated values
HOMO-LUMO gap in eV: 7.44
ΔE to the lowest compared entry with this formula, charge and spin in kcal per mole: 83.3
Strongest force on any atom in hartree/bohr: 0.0684
E_tot in Ha: -1226.70494

```
! wB97M-V def2-TZVPD RIJCOSX def2/J DEFGRID3
* xyz 0 1
C 2.758 -0.786 -0.654
C 1.684 -0.182 -0.023
C 2.729 -2.162 -0.954
C 0.848 -2.331 0.332
C 0.603 -0.961 0.415
C -1.685 -0.233 -0.052
C -1.928 0.894 -0.626
C -2.499 1.856 -1.430
C -0.747 -0.437 1.096
N 1.767 -2.893 -0.417
N -0.616 0.928 1.633
N -0.736 1.906 0.793
O -3.071 2.850 -0.837
P -1.634 3.334 0.846
I -3.096 3.092 2.799
H 3.621 -0.149 -1.090
H 1.665 0.820 0.307
H 3.407 -2.576 -1.777
H 0.180 -3.029 0.802
H -2.153 -1.100 -0.332
H -2.276 1.712 -2.526
H -1.065 -1.138 1.946
H -1.107 0.993 2.500
H -0.543 4.108 1.248
*
```

=====

(3)
C9H9INO2S | ωB97M-V/def2-TZVPD

Calculated values
HOMO-LUMO gap in eV: 5.99
ΔE to the lowest compared entry with this formula, charge and spin in kcal per mole: 35.4
Strongest force on any atom in hartree/bohr: 0.1692
E_tot in Ha: -1249.05239

```
! wB97M-V def2-TZVPD RIJCOSX def2/J DEFGRID3
* xyz 1 1
C -2.809 0.299 1.117
C -2.630 1.651 0.864
C -1.785 -0.646 0.821
C -1.464 2.206 0.365
C -0.649 -0.138 0.189
C -0.508 1.249 -0.068
C 1.594 -0.070 -0.672
C 0.314 -2.406 -0.161
C 2.569 -0.643 -1.472
N 0.286 -0.979 -0.265
O 1.383 2.357 -1.650
O 1.848 2.058 0.753
S 1.181 1.673 -0.435
I 3.980 -0.891 0.293
H -3.615 0.084 1.812
H -3.308 2.302 1.367
H -1.726 -1.640 1.257
H -1.239 3.200 0.320
H -0.280 -2.695 0.700
H 1.439 -2.556 -0.038
H -0.097 -2.764 -1.118
H 2.995 0.107 -2.156
H 2.522 -1.757 -1.825
*
```

=====

(4)
C9H9N2O2S | ωB97M-V/def2-TZVPD

Calculated values
SMILES: CN(C=S)/C([O-])=C1/C=CC=C/C1=N\O
HOMO-LUMO gap in eV: 6.77
ΔE to the lowest compared entry with this formula, charge and spin in kcal per mole: 74.5
Strongest force on any atom in hartree/bohr: 0.1201
E_tot in Ha: -1006.48008

```
! wB97M-V def2-TZVPD RIJCOSX def2/J DEFGRID3
* xyz -1 1
C -2.663 -1.112 -1.110
N -1.860 -0.774 -0.102
C -2.217 0.146 0.806
S -3.700 0.971 0.850
C -0.507 -1.495 -0.040
O -0.581 -2.697 -0.213
C 0.650 -0.646 0.098
C 1.875 -1.286 0.348
C 3.016 -0.584 0.557
C 2.932 0.823 0.660
C 1.816 1.492 0.364
C 0.663 0.821 -0.088
N -0.387 1.340 -0.688
O -0.267 2.717 -0.984
H -3.625 -1.536 -0.908
H -2.927 -0.314 -1.826
H -2.199 -1.851 -1.794
H -1.596 0.188 1.682
H 1.968 -2.432 0.154
H 3.960 -0.898 0.768
H 3.728 1.427 1.203
H 1.785 2.564 0.402
H 0.136 3.134 -0.138
*
```

=====

(5)
C9H9N2O3S | ωB97M-V/def2-TZVPD

Calculated values
SMILES: CC[C@]1(c2ccno2)N=C(C(=O)[O-])CS1
HOMO-LUMO gap in eV: 7.34
ΔE to the lowest compared entry with this formula, charge and spin in kcal per mole: 0.0
Strongest force on any atom in hartree/bohr: 0.1018
E_tot in Ha: -1081.73647

```
! wB97M-V def2-TZVPD RIJCOSX def2/J DEFGRID3
* xyz -1 1
C -1.369 2.383 0.782
C -0.668 1.992 -0.466
C -0.074 0.629 -0.420
C -1.167 -0.561 0.044
C -1.118 -1.911 -0.252
C -2.238 -2.363 0.498
N -2.880 -1.396 1.053
O -2.238 -0.286 0.841
N 1.045 0.466 0.379
C 2.048 -0.073 -0.032
C 3.340 -0.502 0.896
O 4.335 0.162 0.814
O 2.897 -1.487 1.522
C 1.940 -0.767 -1.393
S 0.528 0.106 -2.175
H -2.458 2.287 0.769
H -1.254 3.352 1.061
H -0.997 1.702 1.634
H 0.044 2.846 -0.765
H -1.472 1.973 -1.323
H -0.435 -2.561 -0.779
H -2.489 -3.441 0.566
H 2.880 -0.664 -1.982
H 1.799 -1.888 -1.271
*
```

=====

(6)
C9H9N3 | ωB97M-V/def2-TZVPD

Calculated values
SMILES: Cc1ccccc1-c1c[nH]nn1
HOMO-LUMO gap in eV: 9.98
ΔE to the lowest compared entry with this formula, charge and spin in kcal per mole: 76.2
Strongest force on any atom in hartree/bohr: 0.0953
E_tot in Ha: -512.53343

```
! wB97M-V def2-TZVPD RIJCOSX def2/J DEFGRID3
* xyz 0 1
C 0.515 2.157 -0.089
C 0.970 0.681 -0.289
C 2.280 0.476 -0.458
C 2.859 -0.791 -0.301
C 1.986 -1.826 0.130
C 0.647 -1.593 0.337
C 0.143 -0.326 -0.005
C -1.392 -0.145 0.011
C -2.437 -0.039 0.949
N -3.535 -0.216 0.153
N -3.298 -0.672 -1.092
N -2.045 -0.665 -1.180
H 1.317 2.817 -0.530
H -0.569 2.311 -0.359
H 0.488 2.327 1.053
H 2.818 1.445 -0.657
H 3.891 -0.962 -0.622
H 2.449 -2.708 0.311
H -0.064 -2.446 0.310
H -2.570 0.447 1.842
H -4.452 -0.273 0.485
*
```

=====

> strongest force on any atom of number 3 (C9H9INO2S)?

0.1692 hartree/bohr